(1)
A single C3H3N5 molecule at a distorted geometry, computed with the ωB97M-V functional and the def2-TZVPD basis.

Last column: Mulliken charge in e.
CARTESIAN COORDINATES (ANGSTROEM)
1 N -0.152 -1.362 -0.525  -0.073
2 H -1.166 1.557 -1.202  0.499
3 N -2.249 -0.556 0.502  -0.587
4 C 1.800 -0.626 0.328  0.109
5 N 1.581 0.686 0.297  -0.229
6 H -2.570 0.478 0.807  0.290
7 N 0.640 1.399 -0.215  -0.338
8 C -0.583 0.969 -0.566  -0.143
9 C -1.029 -0.299 -0.041  0.390
10 H 2.654 -0.668 1.051  0.376
11 N 1.075 -1.577 -0.436  -0.295

The SMILES is [H]/N=c1\cnncnn1. For the relative energy (zero: lowest compared OMol25 entry of this formula, charge and spin), the calculation gives 111.45 kcal/mol. For the LUMO energy, the calculation gives -1.3 eV. As for the frontier orbital gap: 8.1 eV. The value obtained for the energy is -10604.0341 eV. For the HOMO energy, the calculation gives -9.395 eV.

(2)
A single C3H3N5 molecule at a distorted geometry, computed with the ωB97M-V functional and the def2-TZVPD basis.

Last column: Mulliken charge in e.
CARTESIAN COORDINATES (ANGSTROEM)
1 C 1.372 -1.092 0.009  -0.579
2 N 1.243 1.073 -0.013  0.154
3 N -1.309 -1.177 0.000  -0.238
4 H -1.795 1.898 0.027  0.210
5 N -2.116 -0.138 0.006  -0.537
6 N 2.138 0.015 -0.019  -0.670
7 H 1.570 2.022 0.108  0.230
8 H 1.867 -2.059 0.038  0.446
9 N -1.343 0.996 -0.024  0.157
10 C -0.017 -0.767 -0.007  0.583
11 C -0.011 0.652 0.027  0.244

The SMILES is c1n[nH]c2[nH]nnc12. For the relative energy (zero: lowest compared OMol25 entry of this formula, charge and spin), the calculation gives 26.11 kcal/mol. For the LUMO energy, the calculation gives 0.5 eV. As for the frontier orbital gap: 10.0 eV. The value obtained for the energy is -10607.7352 eV. For the HOMO energy, the calculation gives -9.417 eV.

(3)
A single C3H3N5 molecule at a distorted geometry, computed with the ωB97M-V functional and the def2-TZVPD basis.

Last column: Mulliken charge in e.
CARTESIAN COORDINATES (ANGSTROEM)
1 C 1.125 -0.332 -0.325  0.637
2 N 1.046 0.994 -1.090  -0.304
3 H -1.544 1.730 0.839  0.235
4 N 0.077 1.612 -0.492  -0.124
5 N 0.361 -1.203 -1.030  -0.296
6 N -0.883 -1.451 -0.505  -0.236
7 H -2.367 -0.427 0.622  0.391
8 N 2.019 -0.305 0.599  -0.624
9 C -0.926 0.956 0.104  0.064
10 C -1.444 -0.299 0.098  -0.044
11 H 2.536 -1.274 1.179  0.300

The SMILES is N=c1nnccnn1. For the relative energy (zero: lowest compared OMol25 entry of this formula, charge and spin), the calculation gives 131.11 kcal/mol. For the LUMO energy, the calculation gives -1.8 eV. As for the frontier orbital gap: 8.0 eV. The value obtained for the energy is -10603.1819 eV. For the HOMO energy, the calculation gives -9.796 eV.